Formula: C5H5N3
Source: OMol25
Level of theory: ωB97M-V/def2-TZVPD

CARTESIAN COORDINATES (ANGSTROEM)
N1 -0.37 -1.50 -0.18
N2 0.54 0.90 -0.30
N3 -0.77 1.45 -0.13
C1 2.02 -0.73 0.13
C2 3.28 -0.02 0.12
C3 -1.79 -0.94 0.01
C4 -1.75 0.65 0.25
C5 0.56 -0.61 -0.14
H1 4.49 0.70 -0.24
H2 -2.77 1.23 0.11
H3 -2.36 -1.42 -0.77
H4 1.22 1.62 0.33
H5 -2.31 -1.35 0.81

Properties
E_HOMO = -9.24 eV
DFT total energy = -9726.5381 eV
relative energy (zero: lowest compared OMol25 entry of this formula, charge and spin) = 8.951 eV
LUMO = -0.0232 Eh

These are the Mulliken partial charges, in e, on atoms 1 to 4:
1. N -0.55
2. N -0.11
3. N -0.55
4. C -0.18



Formula: C5H5N3
Source: OMol25
Level of theory: ωB97M-V/def2-TZVPD

CARTESIAN COORDINATES (ANGSTROEM)
N1 0.44 -2.40 1.12
N2 -1.37 -1.05 1.12
N3 0.86 -1.26 0.75
C1 0.88 1.31 -1.88
C2 -0.34 0.92 0.23
C3 0.63 1.68 -0.62
C4 -0.22 -0.37 0.70
C5 -0.91 -2.29 1.31
H1 -1.22 1.58 0.65
H2 0.44 0.39 -2.28
H3 0.85 2.59 -0.26
H4 -1.50 -3.10 1.52
H5 1.46 1.99 -2.36

Properties
E_HOMO (spin up / spin down) = -9.87 / -9.87 eV
DFT total energy = -9732.7514 eV
SMILES string = C=C/C=C1/N=CN=N1
relative energy (zero: lowest compared OMol25 entry of this formula, charge and spin) = 2.737 eV
LUMO (spin up / spin down) = -0.0590 / -0.0590 Eh

These are the Mulliken partial charges, in e, on atoms 1 to 4:
1. N -0.37
2. N -0.49
3. N -0.22
4. C -0.63



Formula: C5H5N3
Source: OMol25
Level of theory: ωB97M-V/def2-TZVPD

CARTESIAN COORDINATES (ANGSTROEM)
N1 -1.54 -0.94 -0.16
N2 2.17 0.44 -0.10
N3 0.89 -1.66 0.11
C1 -1.70 0.57 0.07
C2 -0.10 0.62 0.00
C3 -0.17 -0.87 -0.06
C4 1.08 1.26 0.01
C5 1.95 -0.85 -0.08
H1 -2.39 -1.62 -0.05
H2 2.91 -1.33 0.17
H3 1.18 2.24 0.03
H4 -2.28 0.90 0.88
H5 -2.00 1.23 -0.83

Properties
E_HOMO = -8.95 eV
DFT total energy = -9733.4441 eV
SMILES string = c1ncc2c(n1)NC2
relative energy (zero: lowest compared OMol25 entry of this formula, charge and spin) = 2.045 eV
LUMO = 0.0287 Eh

These are the Mulliken partial charges, in e, on atoms 1 to 4:
1. N -0.23
2. N -0.54
3. N -0.59
4. C -0.50



Formula: C5H5N3O3
Source: OMol25
Level of theory: ωB97M-V/def2-TZVPD

CARTESIAN COORDINATES (ANGSTROEM)
O1 3.03 1.72 0.16
O2 1.57 -2.10 0.06
O3 3.62 -0.30 -0.19
N1 -0.48 -1.31 0.05
N2 2.78 0.54 -0.04
N3 -0.84 1.30 0.02
C1 -2.88 -0.49 -0.01
C2 -1.54 -0.46 0.05
C3 0.88 -1.10 -0.03
C4 0.49 1.35 -0.10
C5 1.37 0.25 0.03
H1 -3.29 -1.40 0.23
H2 -1.58 1.78 -0.44
H3 -3.61 0.26 0.25
H4 1.09 2.24 -0.35
H5 -0.62 -2.29 0.32

Properties
E_HOMO = -9.36 eV
DFT total energy = -15872.9680 eV
relative energy (zero: lowest compared OMol25 entry of this formula, charge and spin) = 5.183 eV
LUMO = -0.0103 Eh

These are the Mulliken partial charges, in e, on atoms 1 to 4:
1. O -0.64
2. O -0.60
3. O -0.56
4. N -0.16



Formula: C5H5N3O4
Source: OMol25
Level of theory: ωB97M-V/def2-TZVPD

CARTESIAN COORDINATES (ANGSTROEM)
O1 -0.68 1.42 1.43
O2 -3.26 -1.48 1.24
O3 1.54 -0.95 2.00
O4 2.99 -1.86 0.49
N1 -0.19 -0.22 -0.15
N2 -1.29 -2.12 -0.76
N3 -2.24 -0.81 0.98
C1 0.52 -0.83 -1.15
C2 -1.33 -1.08 0.06
C3 -0.18 -1.98 -1.49
C4 0.14 0.89 0.48
C5 2.25 -1.42 1.24
H1 0.08 -2.69 -2.24
H2 1.04 1.41 0.20
H3 -0.39 2.31 1.67
H4 1.42 -0.42 -1.54
H5 -2.08 0.05 1.53

Properties
E_HOMO (spin up / spin down) = -7.52 / -7.09 eV
DFT total energy = -17922.7415 eV
relative energy (zero: lowest compared OMol25 entry of this formula, charge and spin) = 1.718 eV
LUMO (spin up / spin down) = -0.0001 / -0.0071 Eh

These are the Mulliken partial charges, in e, on atoms 1 to 4:
1. O -0.53
2. O -0.61
3. O -0.37
4. O -0.37



Formula: C5H5N3O7
Source: OMol25
Level of theory: ωB97M-V/def2-TZVPD

CARTESIAN COORDINATES (ANGSTROEM)
O1 1.06 -2.32 -1.44
O2 3.89 -0.22 0.61
O3 0.56 -0.02 -0.38
O4 -1.91 1.20 -1.11
O5 2.81 -2.66 -0.23
O6 2.88 1.02 -0.76
O7 -2.54 0.83 0.99
N1 1.89 -2.06 -0.67
N2 -1.59 0.61 0.22
N3 2.92 0.12 0.01
C1 -0.04 -0.50 1.74
C2 -3.19 1.84 -1.47
C3 1.21 -1.04 1.58
C4 1.60 -0.70 0.19
C5 -0.44 0.02 0.55
H1 -2.97 2.98 -1.89
H2 -0.68 -0.77 2.62
H3 1.99 -1.45 2.14
H4 -3.78 1.84 -0.51
H5 -3.67 1.26 -2.20

Properties
E_HOMO (spin up / spin down) = -8.88 / -8.88 eV
DFT total energy = -24056.3055 eV
relative energy (zero: lowest compared OMol25 entry of this formula, charge and spin) = 1.984 eV
LUMO (spin up / spin down) = -0.0476 / -0.0476 Eh

These are the Mulliken partial charges, in e, on atoms 1 to 4:
1. O -0.55
2. O -0.56
3. O -0.31
4. O -0.35



Formula: C5H5N3OS
Source: OMol25
Level of theory: ωB97M-V/def2-TZVPD

CARTESIAN COORDINATES (ANGSTROEM)
S1 1.70 -0.64 1.28
O1 -0.14 2.69 0.30
N1 -1.93 1.43 -0.49
N2 -0.57 -1.36 0.44
N3 -0.51 -1.91 1.65
C1 -0.98 1.95 -0.02
C2 0.59 0.17 -1.03
C3 0.51 -0.63 -0.02
C4 0.61 -1.64 2.26
C5 0.93 0.77 -2.13
H1 -2.49 0.56 -0.24
H2 0.91 1.82 -2.13
H3 -1.31 -1.43 -0.21
H4 1.09 -2.06 3.23
H5 1.59 0.30 -2.91

Properties
E_HOMO = -7.58 eV
DFT total energy = -22615.2878 eV
SMILES string = C=C=C1NN=CS1.N=C=O
relative energy (zero: lowest compared OMol25 entry of this formula, charge and spin) = 2.413 eV
LUMO = 0.0231 Eh

These are the Mulliken partial charges, in e, on atoms 1 to 4:
1. S -0.12
2. O -0.45
3. N -0.48
4. N 0.26



Formula: C5H5N4O2S2
Source: OMol25
Level of theory: ωB97M-V/def2-TZVPD

CARTESIAN COORDINATES (ANGSTROEM)
S1 2.10 1.78 1.29
S2 0.41 2.74 1.90
O1 1.97 2.04 -0.34
O2 2.03 0.30 1.33
N1 0.67 -2.33 -1.64
N2 0.49 -0.06 -1.48
N3 -1.11 0.65 0.18
N4 -1.71 -1.53 0.93
C1 1.04 -1.12 -2.06
C2 -2.00 -0.15 1.05
C3 -0.38 -0.23 -0.50
C4 0.09 -2.48 -0.54
C5 -0.85 -1.64 -0.05
H1 -0.62 1.37 0.65
H2 1.60 -1.00 -2.89
H3 1.39 1.40 -0.68
H4 -2.09 0.10 2.04
H5 -3.03 0.17 0.80

Properties
E_HOMO (spin up / spin down) = -4.33 / -4.36 eV
net charge = -1
DFT total energy = -36989.4552 eV
relative energy (zero: lowest compared OMol25 entry of this formula, charge and spin) = 3.126 eV
LUMO (spin up / spin down) = 0.0626 / 0.0981 Eh

These are the Mulliken partial charges, in e, on atoms 1 to 4:
1. S 0.39
2. S -0.59
3. O -0.52
4. O -0.57